C5H7BrN2 as an isolated structure. Source: the Open Molecules 2025 dataset; level of theory: wB97M-V/def2-TZVPD.

Calculated values
Kohn-Sham gap, eV: 9.69
LUMO energy, eV: 0.710
M, g mol⁻¹: 175.03
Electronic energy, hartree: -2878.16758
Energy relative to the best compared isomer or geometry (same formula, charge and spin), kJ/mol: 125.42

Geometry as ORCA input:
```
! RIJCOSX wB97M-V def2-TZVPD def2/J DEFGRID3
* xyz 0 1
C 0.568 -2.367 0.953
C 1.725 -2.015 0.327
C 0.133 -0.526 -0.002
C -1.634 1.991 0.088
C -0.842 1.097 -0.740
N -0.412 -1.349 0.794
N 1.453 -0.838 -0.329
Br 0.616 2.198 -1.510
H 0.325 -3.177 1.518
H 2.667 -2.409 0.273
H -1.120 2.442 1.012
H -2.580 1.602 0.486
H -1.738 2.982 -0.437
H -1.327 0.678 -1.606
H 2.167 -0.308 -0.826
*
```